(1)
86
Properties=species:S:1:pos:R:3:forces:R:3 method="wB97M-V/def2-TZVPD" charge=-2 energy_ha=-8534.07796 e_homo_ev=-1.1 max_force_ev_per_a=1.1 orbital_gap_ev=4.84
K 0.997 1.311 -0.404 -0.5941 0.6503 -0.3710
C -7.479 0.243 -0.682 -0.0396 -0.0209 0.0219
C -6.544 1.106 -1.529 0.0435 -0.0092 -0.0086
C -6.837 2.578 -1.208 0.0179 0.0637 0.0268
C -6.878 0.852 -3.006 -0.0072 -0.0333 -0.0618
C -5.071 0.796 -1.260 0.0159 0.0313 0.0136
C -4.077 1.449 -1.986 -0.0217 -0.0004 -0.0156
C -2.749 1.194 -1.734 -0.0150 -0.1067 0.0864
Br -1.420 2.080 -2.779 -0.0455 0.0635 -0.0136
C -2.271 0.291 -0.736 0.0802 -0.0547 -0.1361
O -1.026 0.116 -0.534 -0.8534 -0.4968 -0.0211
C -3.308 -0.393 -0.018 -0.1377 0.0344 -0.0102
C -4.642 -0.115 -0.294 0.0649 -0.0284 0.0040
C -2.913 -1.446 1.021 -0.0197 0.0612 -0.0406
C -2.111 -2.564 0.335 -0.0166 -0.0266 -0.0034
C -4.132 -2.091 1.680 -0.0485 -0.0948 0.0685
C -2.066 -0.820 2.141 -0.0152 0.0211 0.0294
H -8.518 0.486 -0.924 0.0032 -0.0051 0.0133
H -7.332 0.419 0.386 0.0043 0.0237 -0.0049
H -7.327 -0.822 -0.869 0.0079 0.0091 -0.0314
H -7.891 2.816 -1.389 0.0008 -0.0059 -0.0025
H -6.229 3.245 -1.822 0.0045 -0.0246 -0.0024
H -6.606 2.795 -0.163 -0.0135 -0.0155 -0.0001
H -7.935 1.059 -3.206 0.0031 0.0061 0.0055
H -6.670 -0.186 -3.272 -0.0076 0.0018 0.0159
H -6.282 1.487 -3.664 0.0064 -0.0068 0.0227
H -4.329 2.165 -2.761 -0.0013 -0.0058 0.0092
H -5.393 -0.647 0.273 -0.0095 0.0108 -0.0067
H -2.732 -3.071 -0.409 0.0000 0.0086 0.0114
H -1.788 -3.304 1.075 0.0100 -0.0078 -0.0169
H -1.235 -2.156 -0.165 -0.0119 0.0105 0.0084
H -4.766 -2.610 0.956 0.0262 0.0044 -0.0130
H -4.749 -1.361 2.210 0.0339 0.0152 0.0053
H -3.791 -2.830 2.411 -0.0020 0.0007 -0.0037
H -1.176 -0.340 1.742 0.0169 -0.0016 -0.0432
H -1.765 -1.595 2.855 0.0086 0.0119 -0.0048
H -2.645 -0.069 2.686 -0.0085 -0.0052 -0.0219
O 6.295 3.517 1.552 0.1889 0.2782 0.2122
C 5.293 2.815 1.484 -0.4616 -0.7185 -0.1382
C 5.184 1.506 0.767 0.0806 0.1445 0.0890
O 6.095 0.752 0.420 -0.0116 0.1141 -0.0457
C 3.752 1.340 0.466 0.0300 0.1730 -0.0355
C 3.005 2.073 1.511 0.2878 -0.2057 0.0370
O 1.811 1.878 1.839 0.6127 0.3922 0.2970
C 3.930 3.111 2.027 -0.1217 -0.4695 -0.0836
O 3.615 4.070 2.729 0.1291 0.3279 0.0962
O 3.281 0.686 -0.493 1.0377 -0.2401 0.2058
Cl 1.161 -1.333 -2.103 -0.3500 -0.0972 -0.1566
C 2.469 -1.628 -3.219 0.3315 0.1011 0.0610
Cl 1.961 -1.586 -4.940 0.0082 -0.0068 0.1547
H 2.888 -2.609 -3.028 -0.0177 -0.0261 -0.0689
H 3.217 -0.856 -3.076 -0.0002 0.0194 0.0109
C 3.824 -2.165 1.037 0.0042 -0.0165 -0.0622
N 4.208 -3.215 2.007 -0.0411 0.0482 0.0223
C 4.165 -2.614 3.345 0.0114 0.0069 0.0021
N 2.845 -2.076 3.687 0.0135 -0.0092 -0.0651
C 2.501 -1.062 2.667 0.0760 -0.0337 -0.0045
N 2.499 -1.636 1.323 -0.2127 0.0346 0.1219
C 1.531 -2.719 1.284 -0.0005 -0.0508 -0.0219
N 1.840 -3.785 2.260 0.0590 0.0366 -0.0184
C 3.192 -4.267 1.961 -0.0052 -0.0153 -0.0085
C 1.873 -3.162 3.589 -0.0228 -0.0085 0.0055
H 3.826 -2.598 0.033 -0.0064 -0.0136 -0.0005
H 4.557 -1.356 1.052 0.0037 -0.0082 0.0250
H 4.895 -1.804 3.387 0.0039 0.0087 -0.0025
H 4.437 -3.377 4.082 0.0020 -0.0067 0.0039
H 3.232 -0.255 2.712 -0.0006 -0.0022 0.0004
H 1.521 -0.636 2.883 -0.0165 -0.0212 0.0173
H 1.519 -3.158 0.283 0.0021 0.0002 0.0025
H 0.536 -2.323 1.493 0.0120 0.0133 0.0258
H 3.191 -4.711 0.961 -0.0050 0.0061 -0.0068
H 3.455 -5.045 2.686 0.0039 0.0012 0.0142
H 2.119 -3.930 4.329 0.0130 -0.0083 0.0022
H 0.879 -2.767 3.811 -0.0035 0.0095 -0.0012
Se 4.417 5.459 -0.005 -0.0198 0.3906 -0.0433
N 5.237 5.187 -1.554 -0.0420 -0.1345 0.1781
C 4.439 4.380 -2.237 0.2508 -0.0710 -0.5023
C 4.723 3.802 -3.521 0.0553 0.2509 0.3839
C 3.798 2.979 -4.056 -0.4092 -0.2631 0.0117
C 2.570 2.702 -3.343 0.5300 0.0226 -0.4726
N 2.272 3.206 -2.197 -0.1785 0.2344 0.3048
C 3.193 4.049 -1.623 -0.5371 -0.2587 0.0558
N 2.961 4.572 -0.428 0.2353 -0.0521 -0.1173
H 5.665 4.014 -4.009 0.0158 0.0249 0.0142
H 3.964 2.493 -5.009 -0.0097 -0.0022 -0.0060
H 1.852 2.013 -3.784 -0.0041 0.0223 -0.0024

***

(2)
96
Properties=species:S:1:pos:R:3:forces:R:3 method="wB97M-V/def2-TZVPD" charge=+1 energy_ha=-4959.88662 e_homo_ev="-10.5 / -11.1" s2=3.78 multiplicity=4 max_force_ev_per_a=1.0 orbital_gap_ev="8.51 / 6.59"
Au -12.910 -19.695 -4.533 -0.5531 -0.2058 -0.2377
C -18.607 -20.918 0.640 -0.3071 0.2592 0.5568
C -17.317 -20.597 -0.103 -0.2673 -0.2123 -0.5284
C -17.610 -20.563 -1.617 -0.3623 -0.5518 0.2337
C -16.414 -20.386 -2.530 0.7650 -0.5693 0.1923
Ge -15.084 -21.820 -2.128 -0.3382 -0.1374 -0.1143
C -15.828 -23.664 -1.969 -0.3571 0.4216 0.0831
C -16.199 -24.279 -3.323 -0.6131 0.2867 0.4771
C -17.368 -23.557 -3.998 0.0701 -0.3395 -0.7653
C -17.688 -24.160 -5.381 -0.4186 -0.2322 0.3585
H -18.489 -20.946 1.736 0.0896 0.0761 -0.3822
H -18.982 -21.898 0.345 -0.0445 -0.0105 -0.0725
H -19.398 -20.176 0.421 0.3753 -0.3082 0.0327
H -16.561 -21.370 0.126 -0.1978 0.2676 -0.0415
H -16.911 -19.637 0.212 0.1064 0.0839 0.0970
H -18.371 -19.806 -1.824 0.0684 0.1285 0.0438
H -18.093 -21.520 -1.877 0.0537 0.1882 0.0662
H -15.939 -19.416 -2.404 0.1027 0.1699 0.0471
H -16.678 -20.490 -3.578 -0.1477 0.0957 -0.1120
H -14.295 -21.499 -0.850 0.1034 0.0996 0.0716
H -16.705 -23.604 -1.292 0.3245 0.0078 -0.3751
H -15.102 -24.289 -1.455 0.2262 0.0627 0.0581
H -16.457 -25.331 -3.186 0.0418 -0.0372 -0.0345
H -15.324 -24.236 -3.963 0.1775 -0.1024 -0.3253
H -17.130 -22.502 -4.118 0.1410 0.1993 -0.1386
H -18.270 -23.566 -3.391 -0.0367 -0.2046 0.2869
H -16.797 -24.184 -6.000 0.1684 0.1352 -0.2070
H -18.488 -23.614 -5.907 0.3482 -0.0900 0.1966
H -18.015 -25.211 -5.296 0.0706 0.3815 0.0937
S -13.467 -21.989 -3.720 0.0597 -0.0876 0.0251
C -14.242 -27.801 -9.580 -0.2896 0.1353 -0.3729
C -14.331 -26.474 -8.885 -0.0094 -0.4192 0.3526
C -15.370 -25.598 -9.120 -0.1896 -0.7065 -0.4345
C -15.473 -24.383 -8.471 -0.0705 0.5266 -0.2905
C -16.625 -23.532 -8.895 -0.6813 0.0926 -0.2594
C -14.461 -24.020 -7.599 0.0912 -0.0427 0.1120
Te -14.410 -21.943 -6.744 -0.1651 -0.5200 0.2317
N -14.370 -19.861 -5.960 0.3533 0.0952 0.1399
C -15.677 -19.498 -5.868 0.1167 -0.2824 0.1373
O -16.589 -20.208 -6.297 -0.0039 -0.2292 -0.1687
C -16.027 -18.160 -5.317 -0.0134 0.5212 0.0574
C -17.217 -17.598 -5.774 -0.3326 -0.2125 0.0476
C -17.633 -16.358 -5.329 0.3845 0.2560 0.1048
C -16.852 -15.654 -4.409 -0.8337 0.4388 -0.2888
C -15.680 -16.210 -3.943 0.3568 0.4269 0.3634
C -15.260 -17.445 -4.409 0.0946 0.0467 0.0979
C -12.601 -21.496 -7.677 0.1082 0.2746 0.0590
C -11.451 -21.413 -6.911 0.4557 0.1686 0.2869
C -10.304 -20.846 -7.447 -0.4402 -0.0396 -0.4671
C -10.342 -20.354 -8.749 0.5975 -0.1125 0.1156
C -11.484 -20.455 -9.521 -0.3973 -0.1320 -0.0407
C -12.638 -21.032 -8.993 -0.1961 0.0167 0.1303
C -13.907 -21.115 -9.791 0.1497 0.3066 -0.6158
C -13.419 -24.898 -7.287 0.2138 -0.0458 0.0689
C -12.294 -24.619 -6.337 0.0643 0.0558 0.0856
C -13.387 -26.127 -7.930 -0.1488 0.2339 -0.1961
H -15.133 -27.988 -10.186 0.1694 0.0458 0.0172
H -14.147 -28.626 -8.885 0.0597 -0.0993 0.2638
H -13.370 -27.821 -10.229 0.0632 -0.0586 -0.1231
H -16.139 -25.885 -9.839 0.1283 0.1578 0.1651
H -16.543 -23.308 -9.971 -0.1320 -0.0613 0.3576
H -16.745 -22.599 -8.367 0.2489 0.4303 0.2612
H -17.574 -24.058 -8.722 0.2380 -0.0355 -0.2088
H -17.828 -18.178 -6.454 0.0720 0.0938 -0.0470
H -18.535 -15.912 -5.722 -0.0888 -0.0555 0.0461
H -17.196 -14.659 -4.090 0.3285 -0.5573 -0.0332
H -15.077 -15.645 -3.226 -0.1202 -0.3023 -0.2379
H -14.321 -17.839 -4.039 0.0002 -0.0150 0.0103
H -11.413 -21.757 -5.880 -0.1464 -0.0916 -0.1432
H -9.408 -20.797 -6.857 0.2393 0.0738 0.0959
H -9.440 -19.925 -9.170 -0.1043 0.0712 -0.0133
H -11.520 -20.074 -10.540 0.1481 -0.0670 0.2035
H -13.750 -20.748 -10.810 0.0086 -0.0633 0.1446
H -14.713 -20.515 -9.371 -0.0462 0.1439 0.1846
H -14.272 -22.133 -9.872 -0.0101 -0.3139 0.0290
H -12.558 -23.931 -5.540 -0.0515 0.1332 0.1069
H -11.424 -24.230 -6.862 0.0206 0.1493 -0.0765
H -11.981 -25.549 -5.876 0.0297 -0.1450 0.1546
H -12.591 -26.817 -7.694 0.1395 -0.0898 0.0532
C -12.599 -18.250 -1.089 0.0412 -0.0455 -0.0274
S -11.786 -19.732 -1.694 0.1616 0.1488 -0.2687
O -11.357 -19.329 -3.138 -0.3466 -0.1459 0.3592
C -10.277 -19.629 -0.768 -0.2267 -0.0629 -0.2262
C -10.205 -20.325 0.427 -0.3679 -0.2540 0.1219
C -9.046 -20.221 1.176 -0.1307 -0.2406 0.3729
C -7.993 -19.447 0.716 0.0299 -0.0182 -0.0368
C -8.069 -18.790 -0.500 -0.1708 0.2248 -0.1050
C -9.229 -18.875 -1.256 0.2313 0.3422 -0.3976
H -11.919 -17.415 -1.267 -0.1961 0.0226 -0.0588
H -12.794 -18.359 -0.023 0.0505 -0.0885 0.0197
H -13.551 -18.157 -1.619 0.1771 0.0710 -0.0078
H -11.045 -20.942 0.765 0.3261 0.2241 -0.1108
H -8.979 -20.753 2.124 0.0666 0.1592 -0.2256
H -7.098 -19.353 1.300 0.2589 -0.0376 0.2262
H -7.247 -18.173 -0.840 -0.0035 -0.1115 -0.0267
H -9.321 -18.372 -2.221 0.0404 -0.1596 0.3387

***

(3)
51
Properties=species:S:1:pos:R:3:forces:R:3 method="wB97M-V/def2-TZVPD" charge=+3 energy_ha=-6128.75436 e_homo_ev="-18.5 / -18.6" s2=0.77 multiplicity=2 max_force_ev_per_a=0.6 orbital_gap_ev="7.99 / 5.78"
Ir -0.192 -0.221 0.454 -0.1953 -0.4305 0.3474
C 4.040 -1.174 0.773 -0.0029 0.0160 -0.0072
C 4.634 0.039 0.458 -0.0017 -0.0220 0.0008
C 3.830 1.134 0.173 -0.0092 0.0252 0.0107
C 2.451 0.993 0.213 0.0711 -0.0242 -0.1401
N 1.887 -0.200 0.511 -0.0472 -0.0825 -0.0046
C 2.658 -1.257 0.782 0.0289 0.0863 0.1691
C 1.473 2.034 -0.085 0.0404 0.0688 0.1160
C 1.791 3.345 -0.371 0.0589 -0.0571 -0.0435
C 0.776 4.256 -0.649 -0.0552 0.0066 -0.0026
C -0.584 3.854 -0.639 0.0193 -0.0035 -0.0142
C -0.927 2.563 -0.348 -0.0801 0.0609 0.0493
C 0.081 1.620 -0.035 0.1511 -0.1894 -0.4948
H 4.630 -2.049 1.007 0.0076 0.0044 -0.0005
H 5.712 0.134 0.432 0.0005 -0.0014 0.0000
H 4.277 2.082 -0.089 -0.0013 0.0035 0.0229
H 2.153 -2.179 1.038 -0.0057 -0.0112 0.0032
H 2.820 3.679 -0.393 -0.0039 -0.0115 -0.0086
H 1.025 5.283 -0.883 0.0014 0.0049 0.0115
H -1.353 4.583 -0.862 -0.0023 -0.0048 -0.0193
H -1.971 2.288 -0.351 0.0156 0.0240 0.0522
C -3.500 -1.612 1.276 0.0112 -0.0344 -0.0229
Se -2.697 -0.159 0.260 0.0791 0.0214 -0.0596
C -2.917 -0.904 -1.544 -0.0297 0.0591 0.0976
C -2.047 -2.110 -1.784 -0.0037 -0.0657 0.0161
Se -0.156 -1.617 -1.642 -0.0306 0.6176 -0.1368
C 0.573 -3.370 -1.209 0.0011 0.0331 0.0404
H -4.558 -1.600 1.021 0.0023 -0.0098 -0.0170
H -3.392 -1.379 2.331 -0.0240 0.0099 0.0065
H -3.059 -2.575 1.034 0.0195 0.0079 0.0367
H -2.701 -0.083 -2.227 -0.0055 -0.0033 -0.0214
H -3.974 -1.153 -1.642 -0.0054 -0.0011 0.0111
H -2.187 -2.502 -2.791 0.0096 0.0171 -0.0062
H -2.232 -2.907 -1.067 -0.0262 -0.0384 -0.0514
H 0.463 -3.946 -2.126 -0.0023 -0.0398 0.0245
H 0.032 -3.835 -0.389 0.0212 0.0080 0.0167
H 1.629 -3.250 -0.987 0.0207 -0.0234 -0.0208
F 0.463 1.587 7.182 0.0032 0.0036 0.0040
C -0.118 0.472 6.758 -0.0021 -0.0104 -0.0086
F 0.553 -0.579 7.226 0.0003 0.0006 0.0046
F -1.367 0.424 7.214 0.0002 0.0004 0.0042
C -0.137 0.413 5.235 -0.0260 -0.0515 0.0173
C -0.714 -0.688 4.609 0.0116 0.0357 -0.0020
C -0.737 -0.721 3.236 0.1510 0.0340 0.0770
N -0.213 0.266 2.477 -0.0812 -0.1746 -0.0102
C 0.362 1.313 3.085 -0.0683 0.0853 0.0332
C 0.410 1.421 4.464 0.0104 0.0384 -0.0728
H -1.141 -1.501 5.182 0.0013 0.0042 0.0076
H -1.164 -1.570 2.713 -0.0131 0.0199 -0.0075
H 0.778 2.088 2.458 -0.0106 -0.0049 -0.0138
H 0.870 2.287 4.920 -0.0040 -0.0013 0.0056

***

(4)
26
Properties=species:S:1:pos:R:3:forces:R:3 method="wB97M-V/def2-TZVPD" charge=+1 energy_ha=-1356.67323 e_homo_ev="-12.7 / -12.2" max_force_ev_per_a=0.4 orbital_gap_ev="8.95 / 5.86"
Tl -0.035 0.168 0.874 0.1051 -0.1389 0.4041
C 3.392 -5.132 -2.482 -0.0116 -0.0363 0.0417
Si 2.951 -3.454 -3.165 0.0294 -0.0622 -0.0723
C 4.356 -2.267 -2.906 -0.0200 0.1285 0.0907
C 2.512 -3.554 -4.974 -0.0319 0.0179 -0.0318
C 1.286 -3.021 -2.294 0.0537 0.2082 0.1346
C 0.251 -3.937 -2.519 -0.0433 -0.0769 -0.0270
C -0.998 -3.770 -1.959 0.0306 -0.0546 -0.0457
C -1.214 -2.668 -1.124 0.0337 0.0554 0.0387
N -0.273 -1.785 -0.872 -0.0037 -0.0394 -0.0410
C 0.957 -1.932 -1.452 -0.0508 -0.0284 -0.0333
S 2.060 -0.673 -1.088 0.0815 -0.1107 -0.1210
H 4.298 -5.497 -2.974 -0.0416 0.0007 0.0274
H 2.604 -5.870 -2.649 0.0525 0.0098 0.0133
H 3.592 -5.084 -1.409 -0.0006 -0.0198 -0.0445
H 5.225 -2.647 -3.451 -0.0542 -0.0192 0.0066
H 4.637 -2.177 -1.855 0.0073 0.0043 -0.0514
H 4.134 -1.269 -3.287 0.0312 -0.0358 0.0142
H 3.390 -3.866 -5.546 -0.0487 0.0116 0.0132
H 2.193 -2.582 -5.358 0.0147 -0.0468 -0.0045
H 1.715 -4.275 -5.169 0.0396 0.0303 -0.0234
H 0.434 -4.801 -3.150 -0.0392 0.0391 0.0189
H -1.797 -4.476 -2.146 0.0162 0.0364 0.0269
H -2.174 -2.506 -0.645 0.0042 -0.0397 -0.0278
O -2.416 2.067 -1.393 -0.0507 -0.0131 0.0111
N -1.471 1.552 -1.033 -0.1034 0.1798 -0.3176